(1)
A structure of composition C5H12NO at a distorted geometry. Source: the OMol25 dataset; level of theory: wB97M-V/def2-TZVPD.

The geometry in XYZ format:
```
19
Properties=species:S:1:pos:R:3:forces:R:3
C 1.261592 -0.856880 1.312604 -0.4 0.7 -1.5
O 1.717429 0.202342 0.232773 -0.5 -1.5 1.1
C -0.130031 -1.562960 1.085827 0.3 -0.4 2.3
C -1.048420 -0.971981 0.056618 -1.4 1.3 -2.5
C -1.176972 0.665864 0.118507 0.5 -0.7 -0.4
C -0.766715 1.486949 -2.012531 1.6 1.4 0.4
N -0.173950 1.206511 -0.882751 -2.4 -1.8 -1.0
H 1.210380 -0.232055 2.197113 0.4 -0.3 0.1
H 2.054313 -1.579328 1.246663 0.3 -0.1 0.6
H 2.632129 0.094368 -0.057830 -0.1 -0.2 0.1
H -0.036208 -2.682517 1.062498 0.3 1.0 -1.0
H -0.581164 -1.536346 2.124387 0.1 0.6 -1.0
H -2.041935 -1.461549 -0.050386 0.4 0.4 0.9
H -0.698358 -1.176531 -0.969448 0.4 0.0 0.4
H -0.841954 0.816642 1.079508 0.8 1.2 2.3
H -2.103058 1.230856 -0.003195 -0.3 -0.9 -0.1
H -0.368207 0.991742 -2.860946 1.0 0.4 -1.3
H -1.489446 2.331505 -2.274450 -0.1 -1.8 1.3
H 0.904987 0.572959 -0.542995 -0.9 0.7 -0.7
```
Forces are in eV/Å.

Output
Highest occupied orbital energy   -14.353 eV
Total charge   +1
LUMO level   -4.68 eV
Energy relative to the best compared isomer or geometry (same formula, charge and spin)   3.707 eV
Orbital gap   9.68 eV

***

(2)
A cluster of 12 separate species, C44H88O20 in total at a distorted geometry. Source: the OMol25 dataset; level of theory: wB97M-V/def2-TZVPD.

The geometry in XYZ format:
```
152
Properties=species:S:1:pos:R:3:forces:R:3
C -6.195685 2.500736 2.390623 -0.5 -1.3 -0.4
C -6.917116 3.822211 2.595579 1.4 0.0 -1.5
C -8.090042 3.721951 1.611790 -0.8 0.3 -0.1
O -7.992928 2.497729 0.836903 0.5 1.4 1.2
C -7.309113 1.672852 1.727376 1.1 -2.3 0.4
H -5.752467 2.158846 3.325918 -0.3 -0.6 -0.1
H -5.423676 2.468749 1.621809 0.3 0.9 0.2
H -6.164235 4.475223 2.154168 -0.4 1.0 0.6
H -7.118685 4.057226 3.640682 -0.2 0.0 -0.3
H -8.043094 4.583115 0.945238 -0.5 -0.2 -0.2
H -9.044941 3.639006 2.130809 -0.1 0.5 0.1
H -6.949323 0.837708 1.126376 0.3 -0.1 0.1
H -7.890290 1.198325 2.518045 -0.9 0.3 0.1
C -2.242873 6.450133 -2.819060 0.8 -1.4 0.1
C -1.016008 5.651992 -2.152782 -2.6 1.0 3.2
C -0.017996 5.234520 -3.149136 -0.5 1.0 -1.4
O -0.697964 5.546872 -4.364892 -0.6 0.3 -1.6
C -1.688236 6.587384 -4.201100 0.7 0.2 -0.4
H -2.517099 7.407924 -2.376843 0.4 -0.1 0.2
H -3.141923 5.833858 -2.818246 0.1 -0.1 0.1
H -1.484024 4.849768 -1.582252 0.2 -0.3 -0.1
H -0.626534 6.306164 -1.372736 0.4 0.0 0.0
H 0.256613 4.181432 -3.209981 -0.1 0.1 0.3
H 0.867026 5.864078 -3.056971 0.3 -0.1 -0.1
H -2.426553 6.562714 -5.002586 0.1 -0.6 -0.1
H -1.257212 7.585599 -4.277842 0.6 0.1 -0.1
C 4.870219 -0.205584 -4.763275 2.0 -3.0 1.0
C 5.168336 0.251720 -6.158285 0.2 0.0 0.1
C 4.547517 1.617423 -6.098534 -0.3 1.1 -0.8
O 3.793464 1.778727 -4.885358 0.0 -0.5 -1.0
C 3.638999 0.442699 -4.364959 -0.9 2.2 0.3
H 5.672627 -0.046404 -4.042929 0.1 0.2 -0.1
H 4.666796 -1.276401 -4.772052 0.4 -0.3 0.2
H 4.710885 -0.463902 -6.841454 -0.1 0.4 -0.3
H 6.207634 0.399332 -6.451845 0.1 -0.6 0.3
H 3.938727 1.731492 -6.995451 -0.4 0.6 0.1
H 5.355238 2.349329 -6.096608 -0.3 0.3 0.0
H 2.816046 -0.088188 -4.843520 -0.6 0.2 0.2
H 3.516873 0.638205 -3.299617 -0.3 -0.7 0.0
C 2.890831 4.606496 3.303251 -0.9 -0.1 -0.4
C 3.081696 3.571307 2.149736 1.2 -0.5 -1.3
C 4.373848 4.065122 1.380587 -0.3 0.4 1.3
O 4.947754 4.984445 2.272367 1.0 0.8 1.0
C 3.962134 5.676220 3.074596 1.3 -1.1 -1.2
H 2.985188 4.017978 4.215845 0.4 0.5 0.2
H 1.901657 5.061785 3.351770 -0.1 -0.1 -0.2
H 2.389296 3.317202 1.347163 -1.0 0.9 0.4
H 3.207363 2.581940 2.589593 0.6 0.1 0.1
H 4.220540 4.623708 0.457227 -0.8 -0.3 -0.4
H 5.163903 3.339035 1.189011 -0.3 -0.4 0.0
H 3.655883 6.548151 2.496617 -0.7 0.0 0.0
H 4.556683 6.068339 3.899726 -0.5 -0.3 0.4
C -0.586846 -1.484649 0.936219 1.0 0.7 0.0
C -1.906281 -0.837695 0.463481 0.4 -1.1 0.2
C -1.364608 0.318095 -0.314604 0.4 1.7 -0.8
O -0.128615 -0.053683 -0.945499 -1.1 0.7 0.4
C 0.370192 -1.171612 -0.245340 -0.4 -1.1 -1.0
H -0.601024 -2.534478 1.229064 -0.2 0.0 -0.4
H -0.155962 -0.963511 1.791123 -0.4 0.2 0.3
H -2.619763 -0.584495 1.247656 0.3 0.3 0.2
H -2.457363 -1.537292 -0.165001 0.1 0.0 -0.3
H -1.084589 1.174326 0.299027 -0.4 0.1 0.6
H -2.030353 0.728970 -1.073601 -0.1 -0.3 -0.2
H 1.425038 -0.988802 -0.040427 -0.1 -0.2 0.5
H 0.281620 -1.924094 -1.028935 0.5 -0.9 0.4
C -6.260313 -1.131485 -4.277892 0.6 -1.7 -0.5
C -6.452716 0.095305 -3.489703 0.4 2.2 2.2
C -7.945045 0.249072 -3.251514 1.5 -1.5 -0.3
O -8.441220 -0.570513 -4.279039 -3.3 -0.2 -1.0
C -7.527999 -1.247606 -5.102292 1.1 1.3 -0.4
H -6.289257 -2.031385 -3.663541 0.5 0.1 0.4
H -5.308981 -1.100346 -4.809034 -0.2 -0.3 -0.3
H -6.058371 1.024590 -3.900815 0.2 -0.2 -0.6
H -6.012889 0.060339 -2.492993 0.5 -0.2 0.0
H -8.278942 1.286651 -3.248050 -0.3 -0.2 -0.3
H -8.172208 -0.244158 -2.306418 -0.5 0.3 0.2
H -7.387639 -0.752886 -6.063359 -0.2 0.5 -0.2
H -7.846699 -2.246902 -5.398854 -0.2 -0.2 0.8
C -6.103851 -5.021914 5.245145 -1.0 0.5 1.5
C -5.282169 -3.851299 4.773236 -0.8 1.6 -1.0
C -4.078638 -3.733297 5.652578 0.2 0.2 0.0
O -4.077022 -4.943699 6.243819 1.5 -3.7 2.9
C -5.369467 -5.397928 6.572079 0.3 -1.7 -2.5
H -6.132154 -5.800905 4.483260 0.3 -0.3 0.5
H -7.144168 -4.784088 5.467148 -0.1 0.3 -0.3
H -5.865640 -2.945154 4.936193 -0.1 0.2 -1.1
H -4.892019 -4.064432 3.778013 -0.6 0.7 -0.3
H -4.115398 -3.000004 6.458209 0.0 0.8 -0.4
H -3.147351 -3.715680 5.086456 0.1 0.7 0.1
H -5.701088 -5.172640 7.585668 -0.4 0.8 -0.3
H -5.382131 -6.483965 6.480100 0.6 -0.2 0.7
C -1.147619 3.554505 6.282713 -0.4 1.2 0.6
C -1.370146 2.416133 5.286761 0.8 -0.3 -0.1
C -0.124916 1.517243 5.585373 -1.1 -0.2 -0.9
O 0.044164 1.642539 6.934125 -0.5 -0.3 3.4
C -0.305238 2.966066 7.443392 1.4 -0.2 -2.3
H -2.082992 4.000402 6.620883 -0.3 -0.5 0.3
H -0.702225 4.468290 5.889376 0.6 -0.4 -0.5
H -1.499654 2.753817 4.258509 0.3 0.0 0.0
H -2.280364 1.867707 5.529354 0.1 -0.1 0.2
H 0.791551 1.743512 5.040393 0.1 0.7 -0.3
H -0.251158 0.441158 5.466196 -0.5 0.0 -0.6
H 0.722886 3.322632 7.506095 -0.3 1.3 0.1
H -0.747098 3.106283 8.429910 -0.3 -1.2 -0.1
C -1.487596 0.796953 -6.221868 -0.9 -0.8 0.1
O -0.802864 0.927545 -7.450230 0.0 2.0 0.5
C -0.370443 -0.136100 -8.028534 0.6 -4.0 -1.8
O -0.520210 -1.319369 -7.728040 0.0 1.7 0.5
O 0.227343 0.227866 -9.159929 1.3 0.5 -1.6
C 0.988215 -0.629465 -10.118923 -0.7 0.0 1.4
H -2.275299 0.065513 -6.402427 0.1 -0.3 0.5
H -2.009019 1.722882 -5.979221 0.6 0.2 -0.1
H -0.799179 0.465117 -5.444641 -0.2 0.1 0.1
H 0.574536 -1.631680 -10.230901 -0.6 0.3 0.0
H 2.006988 -0.825221 -9.784451 0.0 0.6 0.3
H 1.002442 -0.062546 -11.049785 -0.2 -0.1 0.2
C 5.461617 -5.825231 -2.042085 -0.1 -1.5 -1.5
O 4.129278 -5.418188 -1.808012 -2.4 0.6 0.3
C 3.042450 -6.124832 -2.276576 2.6 -3.3 -2.1
O 3.148790 -7.107050 -3.056874 -0.5 3.1 2.3
O 1.927838 -5.687605 -1.734318 0.9 1.5 0.6
C 0.710353 -6.267976 -2.065249 -1.9 -1.3 -0.7
H 5.466936 -6.913119 -2.109624 0.3 -0.2 0.9
H 6.143589 -5.376666 -1.319726 -0.4 -0.2 0.1
H 5.802401 -5.629897 -3.058850 -0.2 0.9 -0.1
H -0.154459 -5.690865 -1.737912 0.6 0.7 0.5
H 0.576515 -7.238798 -1.588085 0.4 -0.2 -0.1
H 0.505721 -6.382817 -3.129700 0.7 -0.1 -0.2
C 6.747826 -1.496080 0.459329 -0.8 -1.9 0.7
O 7.718539 -1.152545 1.435002 1.5 -0.7 0.1
C 8.748520 -2.034841 1.639575 0.1 -1.6 -2.0
O 9.016061 -3.073908 1.017456 -1.2 2.3 1.0
O 9.479275 -1.552297 2.604973 -0.2 1.1 1.2
C 10.758786 -2.081635 2.924999 0.1 -0.7 -0.4
H 7.138300 -1.861351 -0.490519 0.3 1.0 -0.2
H 5.954610 -0.749340 0.495091 0.6 0.3 -0.5
H 6.264903 -2.407702 0.811212 -0.3 -0.1 0.2
H 10.990212 -1.763544 3.941540 0.0 0.2 -0.3
H 11.464718 -1.730850 2.172194 0.2 0.1 0.3
H 10.772437 -3.171041 2.891674 -0.2 0.0 0.0
C 4.829504 -1.924413 5.530396 1.4 0.7 -1.7
O 4.181376 -3.162867 5.490359 -1.8 -0.4 0.2
C 3.475060 -3.430424 4.347936 1.7 2.1 0.3
O 3.383258 -2.676234 3.404416 -0.2 -0.5 0.4
O 3.035426 -4.624621 4.500127 -1.7 -2.7 -0.2
C 2.432567 -5.348482 3.372451 0.5 0.9 0.2
H 4.287635 -1.058058 5.151039 -0.7 -0.2 0.4
H 5.569841 -2.073444 4.744397 0.9 0.7 0.3
H 5.288204 -1.701839 6.493803 -0.3 -0.5 0.0
H 1.940788 -4.635154 2.711078 0.3 -0.1 -0.1
H 1.688649 -6.065284 3.720124 0.3 0.2 0.5
H 3.266538 -5.865823 2.898175 -0.3 0.0 -0.3
```
Forces are in eV/Å.

Output
Highest occupied orbital energy   -9.366 eV
LUMO level   0.03 eV
SMILES string   COC(=O)OC.COC(=O)OC.COC(=O)OC.COC(=O)OC.C1CCOC1.C1CCOC1.C1CCOC1.C1CCOC1.C1CCOC1.C1CCOC1.C1CCOC1.C1CCOC1
Energy relative to the best compared isomer or geometry (same formula, charge and spin)   10.622 eV
Orbital gap   9.40 eV

***

(3)
An isolated molecule of C4H9N3 at a distorted geometry. Source: the OMol25 dataset; level of theory: wB97M-V/def2-TZVPD.

The geometry in XYZ format:
```
16
Properties=species:S:1:pos:R:3:forces:R:3
C 2.012351 -0.522585 1.116689 -0.7 2.1 -2.9
C 1.336064 0.407469 0.353184 1.1 -1.2 -0.4
C -1.901765 -0.288472 -0.773034 -1.2 -0.8 1.0
C -1.476951 0.416456 0.499034 2.8 2.5 -0.6
N 3.120734 -0.522277 0.209446 1.1 0.4 -0.9
N 2.355196 0.355989 -0.727124 -0.9 -2.4 1.9
N 0.173003 1.087983 0.438747 -3.0 1.3 -0.3
H 1.747527 -1.042561 1.982768 0.3 -0.8 1.0
H -2.208088 0.347740 -1.615987 0.1 -0.2 0.5
H -1.050616 -0.861125 -1.015730 1.1 -0.7 -0.9
H -2.675901 -1.109743 -0.536232 0.8 1.5 -0.4
H -1.934327 1.387514 0.705835 -0.3 -0.4 -0.1
H -1.529208 -0.208522 1.380014 0.4 -0.1 0.1
H 3.538235 -1.366554 -0.237108 -1.1 0.7 0.4
H 2.790081 0.942884 -1.432197 0.0 0.3 0.9
H 0.243770 2.120589 0.173140 -0.6 -2.3 0.5
```
Forces are in eV/Å.

Output
Highest occupied orbital energy   -6.969 eV
LUMO level   1.14 eV
SMILES string   CCNc1c[nH][nH]1
Energy relative to the best compared isomer or geometry (same formula, charge and spin)   5.103 eV
Orbital gap   8.11 eV

***

(4)
A cluster of 3 separate species, C4H12O2 in total at a distorted geometry. Source: the OMol25 dataset; level of theory: wB97M-V/def2-TZVPD.

The geometry in XYZ format:
```
18
Properties=species:S:1:pos:R:3:forces:R:3
C 1.404205 0.769318 -0.398522 -0.8 -0.2 0.8
C 0.484371 -0.163554 -0.425515 -1.3 -0.8 -0.4
C 0.411035 -1.414973 -1.265918 -0.3 -2.2 4.4
C 1.119472 2.037932 0.294175 -0.5 1.9 0.4
H 2.401125 0.632924 -0.688275 1.3 -0.3 -0.9
H -0.466798 0.141976 -0.028136 -0.3 0.0 0.3
H -0.547190 -1.960269 -1.198136 -0.1 1.2 -0.8
H 0.776347 -1.069205 -2.135105 0.7 0.1 -3.7
H 0.994024 -2.282755 -0.877175 0.6 0.9 -0.2
H 0.042938 2.436094 0.177610 1.7 -0.6 -0.3
H 1.886310 2.792645 -0.039460 -1.0 -0.3 0.6
H 1.202836 1.885637 1.374968 0.3 0.3 0.0
H -2.053079 -1.677930 4.105663 -0.3 0.2 -0.3
H -0.541107 -1.817547 3.934161 0.3 0.2 -0.4
O -1.266263 -2.022908 4.514737 0.0 -0.4 0.7
H -2.330484 -0.044500 -2.429070 1.5 -0.5 0.9
H -1.992630 1.245230 -2.692856 1.4 0.4 0.6
O -1.525119 0.511888 -2.223141 -3.2 0.2 -1.7
```
Forces are in eV/Å.

Output
Highest occupied orbital energy   -8.746 eV
LUMO level   0.53 eV
SMILES string   C/C=C/C.O.O
Energy relative to the best compared isomer or geometry (same formula, charge and spin)   1.905 eV
Orbital gap   9.28 eV

***

Total energy for every record listed, in sequence, given in eV: -8906.9225; -87994.7005; -8759.4220; -8435.6094.